Entry 1:
Molecular formula: C36H49As3IrO2P2
Method: DFT, the ωB97M-V functional and the def2-TZVPD basis

## Properties
Gap between HOMO and LUMO, eV: 4.528
LUMO energy, eV: -10.37
Net charge: +3
Calculated total energy, a.u.: -9045.1866

Element x y z (Å)
Ir  -1.33446  -0.12078  0.77631
O  -1.99063  -1.58711  -0.49978
P  -1.24483  -2.64050  -1.34369
C  0.05287  -1.72110  -2.23305
P  1.24692  -0.85438  -1.16172
O  0.56658  -0.30072  0.13070
C  1.95573  0.45021  -2.13641
C  2.88037  1.26780  -1.47079
C  3.50409  2.29813  -2.14985
C  3.22028  2.50943  -3.49495
C  2.31552  1.69490  -4.16193
C  1.67663  0.66630  -3.48644
C  2.54500  -1.92170  -0.59084
C  3.52778  -2.31804  -1.49906
C  4.52822  -3.18333  -1.08976
C  4.55605  -3.63362  0.22371
C  3.58559  -3.22736  1.13196
C  2.57297  -2.37423  0.72980
C  -0.47421  -3.88905  -0.34208
C  0.45794  -4.76026  -0.91131
C  1.03382  -5.74556  -0.12928
C  0.67521  -5.86806  1.20906
C  -0.25894  -5.01087  1.77325
C  -0.83934  -4.01756  0.99792
C  -2.32674  -3.37487  -2.53682
C  -2.68681  -4.71782  -2.40886
C  -3.56398  -5.27794  -3.32478
C  -4.07506  -4.50509  -4.35702
C  -3.71887  -3.16608  -4.48510
C  -2.84776  -2.59675  -3.57605
H  -0.47617  -0.98136  -2.84065
H  0.61317  -2.37349  -2.90740
H  3.12227  1.07924  -0.43046
H  4.22392  2.92483  -1.64141
H  3.71962  3.30614  -4.02990
H  2.11275  1.85512  -5.21198
H  0.99042  0.03061  -4.03201
H  3.52301  -1.93492  -2.51405
H  5.29152  -3.49512  -1.78920
H  5.34715  -4.29743  0.54634
H  3.62703  -3.57486  2.15549
H  1.80768  -2.06252  1.42941
H  0.72733  -4.68215  -1.95817
H  1.75496  -6.42512  -0.56253
H  1.11584  -6.65028  1.81312
H  -0.55082  -5.13069  2.80792
H  -1.59205  -3.36219  1.42225
H  -2.28599  -5.32281  -1.60576
H  -3.84556  -6.31770  -3.23285
H  -4.75828  -4.94630  -5.07018
H  -4.12026  -2.57256  -5.29488
H  -2.58344  -1.54989  -3.67655
C  -1.97331  0.56045  4.17016
As  -0.65543  1.01301  2.82803
C  1.00282  0.23959  3.42719
C  -0.27330  2.91192  2.83416
C  -1.29604  3.87504  2.23977
C  -2.65707  3.73230  2.93118
C  -1.44233  3.66745  0.72623
As  -2.16193  2.00881  0.04708
C  -4.08148  1.90909  0.23754
C  -1.77497  2.03505  -1.83774
C  -0.80902  5.33178  2.46713
As  0.99480  6.10118  2.05666
C  2.13978  5.22969  3.38869
C  1.66078  5.14214  0.46831
H  -1.77923  1.09366  5.10063
H  -1.89765  -0.51110  4.35484
H  -2.97996  0.79900  3.83404
H  1.33190  0.68153  4.36651
H  1.76092  0.38471  2.65719
H  0.83449  -0.82698  3.57865
H  0.66489  2.99138  2.28625
H  -0.06543  3.17011  3.87548
H  -3.10668  2.74951  2.75249
H  -3.35749  4.48855  2.57550
H  -2.55705  3.85860  4.00959
H  -0.47736  3.75589  0.22749
H  -2.09679  4.43915  0.30753
H  -4.49389  2.90160  0.05216
H  -4.37739  1.58365  1.23306
H  -4.45235  1.20594  -0.50704
H  -2.21772  2.89641  -2.33748
H  -2.18758  1.12075  -2.26399
H  -0.69182  2.05866  -1.96691
H  -0.91969  5.56834  3.52957
H  -1.50727  5.99845  1.95452
H  1.69948  5.33886  4.37955
H  3.08885  5.76375  3.38959
H  2.34265  4.17765  3.18778
H  1.07423  5.39796  -0.41394
H  1.71637  4.05775  0.58773
H  2.67430  5.50819  0.30513

=====

Entry 2:
Molecular formula: C36H49BF3N4O12S
Method: DFT, the ωB97M-V functional and the def2-TZVPD basis

## Properties
Gap between HOMO and LUMO, eV: 5.812
LUMO energy, eV: -8.81
Net charge: +3
Calculated total energy, a.u.: -3244.7023

Element x y z (Å)
C  9.12138  -0.23360  -5.00422
N  7.67057  0.03256  -4.99952
C  7.18120  1.24909  -5.23331
C  5.82491  1.46227  -4.96407
C  5.00289  0.40996  -4.63080
C  5.56564  -0.86578  -4.51769
C  6.92938  -1.05448  -4.64353
C  3.54739  0.61132  -4.33991
C  2.70710  1.08113  -5.34453
C  1.35142  1.07941  -5.09853
N  0.88213  0.75299  -3.88051
C  1.67396  0.33096  -2.87646
C  3.03404  0.30189  -3.09890
C  -0.56089  0.96501  -3.65219
H  9.65171  0.67565  -5.27807
H  9.39944  -0.96151  -5.77021
H  9.48122  -0.67269  -4.07793
H  7.85986  2.08342  -5.33463
H  5.56839  2.51219  -4.88719
H  4.87178  -1.64693  -4.23342
H  7.43806  -2.00474  -4.65810
H  3.12843  1.41717  -6.28105
H  0.63451  1.27714  -5.88231
H  1.16250  -0.06164  -2.00300
H  3.67643  -0.01064  -2.28579
H  -1.15694  1.05429  -4.56006
H  -0.73395  1.85320  -3.05363
H  -1.01673  0.10374  -3.16742
C  7.36800  -1.64347  6.62213
N  5.94680  -1.57410  6.18416
C  5.27399  -2.65401  5.77570
C  3.97376  -2.51312  5.31689
C  3.43274  -1.26828  4.96933
C  4.22875  -0.16599  5.33532
C  5.43128  -0.35419  5.99166
C  2.04608  -1.06390  4.47987
C  0.95659  -1.52221  5.17692
C  -0.31415  -1.33373  4.64195
N  -0.49664  -0.62918  3.51531
C  0.54457  -0.29447  2.73989
C  1.82593  -0.49826  3.22970
C  -1.90865  -0.47111  3.09128
H  7.71590  -2.65702  6.80276
H  7.38885  -1.15303  7.59483
H  7.99600  -1.14971  5.88840
H  5.76753  -3.60999  5.67691
H  3.44346  -3.42556  5.07243
H  3.85730  0.83998  5.19331
H  5.98737  0.51913  6.30298
H  1.16437  -2.18372  6.00928
H  -1.19418  -1.58020  5.21526
H  0.34582  0.21547  1.80249
H  2.66225  -0.12879  2.65016
H  -1.99409  0.58866  2.86510
H  -2.55362  -0.71948  3.92569
H  -2.14288  -1.04262  2.19796
B  -1.62156  0.16836  -0.36107
H  -1.86872  0.91742  -1.21913
H  -2.00792  0.54397  0.67766
H  -2.07024  -0.88569  -0.60031
H  -0.45355  0.01480  -0.22196
O  -8.00418  3.13436  4.28835
S  -8.46639  2.29105  3.20556
O  -9.54179  2.66023  2.33218
O  -7.19924  1.90580  2.26516
C  -5.90558  2.04753  2.87766
C  -4.90947  1.33122  2.02547
C  -8.79567  0.60415  3.88182
H  -5.95730  1.59132  3.87078
H  -5.58248  3.08131  2.99539
H  -5.19036  0.32907  1.70183
H  -3.94233  1.34686  2.52857
H  -4.76870  1.92688  1.11921
H  -7.78805  0.23297  4.04620
H  -9.31247  0.08671  3.08148
H  -9.33954  0.71805  4.81263
C  -1.33661  -5.46048  -1.91232
C  -1.62282  -3.98728  -1.95729
O  -2.18059  -3.78351  -3.21292
C  -1.88549  -4.82909  -4.01929
O  -2.24655  -4.91862  -5.14523
O  -1.27103  -5.79346  -3.30398
F  -0.43699  -3.29650  -1.73804
H  -2.16823  -6.04078  -1.50386
H  -0.48094  -5.70927  -1.29039
H  -2.30270  -3.64217  -1.18068
C  -4.13299  -0.76290  -2.27686
C  -4.41645  0.70301  -2.17265
O  -5.77891  0.79914  -2.47840
C  -6.17576  -0.35490  -3.11524
O  -7.22111  -0.49463  -3.63558
O  -5.15813  -1.25476  -3.11668
F  -3.66305  1.39223  -3.11479
H  -4.18883  -1.31495  -1.33341
H  -3.10115  -0.96277  -2.55810
H  -4.17520  1.16002  -1.21705
C  -1.38324  3.75460  -0.00937
C  -2.82098  3.91177  -0.38795
O  -2.83495  5.14183  -1.10186
C  -1.68505  5.81124  -0.81942
O  -1.41671  6.90692  -1.18058
O  -0.91076  5.09368  0.02018
F  -3.63856  4.06829  0.69040
H  -0.80086  3.17683  -0.72697
H  -1.32639  3.29559  0.97674
H  -3.16238  3.07608  -0.99659

=====

Entry 3:
Molecular formula: C36H49F2N2O3PSi
Method: DFT, the ωB97M-V functional and the def2-TZVPD basis

## Properties
Structure (SMILES): CCCCCCCC[Si@](CCCCn1cccc1)(CC(=O)c1ccccc1)P(=N)(O)O.Fc1ccccc1.Fc1ccccc1
Gap between HOMO and LUMO, eV: 8.592
LUMO energy, eV: 0.16
Net charge: 0
Calculated total energy, a.u.: -2567.0432
Relative energy (zero: lowest compared OMol25 entry of this formula, charge and spin), kcal per mole: 0.0

Element x y z (Å)
C  3.74364  0.71847  2.22181
C  3.12856  1.13873  0.89589
C  3.82019  2.31712  0.24149
C  3.06852  2.91635  -0.93988
C  2.88262  1.99158  -2.15384
C  1.69398  1.01177  -2.01970
C  0.86269  0.83824  -3.30619
C  -0.61224  1.18854  -3.07215
Si  -1.58642  -0.08674  -2.07240
C  -0.72060  -1.74945  -1.86521
C  -0.47642  -2.23696  -0.43173
C  -0.04903  -3.72361  -0.34467
C  0.83661  -4.25059  -1.45763
N  2.20388  -3.75238  -1.45078
C  2.81941  -2.90749  -0.56914
C  4.12222  -2.75800  -0.95202
C  4.31036  -3.53419  -2.11264
C  3.11656  -4.13063  -2.39469
C  -3.15101  -0.46601  -3.09803
C  -4.28267  0.50885  -3.00301
O  -4.50477  1.33008  -3.87023
C  -5.14288  0.44142  -1.77974
C  -5.54557  -0.77767  -1.24659
C  -6.32682  -0.81249  -0.10692
C  -6.70535  0.36335  0.51473
C  -6.31470  1.57931  -0.01767
C  -5.54424  1.61571  -1.16120
P  -1.95128  0.92452  -0.06422
N  -0.66006  1.01048  0.79542
O  -2.51347  2.41561  -0.34930
O  -3.16368  0.29614  0.78747
H  4.80488  0.48599  2.13251
H  3.23550  -0.15563  2.61931
H  3.64152  1.50798  2.96659
H  3.13622  0.27702  0.23408
H  2.07572  1.36727  1.07585
H  3.92469  3.09576  1.00164
H  4.83720  2.03731  -0.04261
H  2.10844  3.30160  -0.59258
H  3.63910  3.78620  -1.27086
H  3.80478  1.43077  -2.29793
H  2.68162  2.63237  -3.01087
H  2.06482  0.04481  -1.68384
H  1.03723  1.43217  -1.26015
H  1.24019  1.53748  -4.05298
H  0.97696  -0.15318  -3.74003
H  -0.64960  2.16569  -2.58808
H  -1.12358  1.31260  -4.02845
H  -1.36470  -2.48551  -2.35260
H  0.22225  -1.75871  -2.40989
H  -1.40304  -2.16218  0.13744
H  0.26971  -1.62822  0.06417
H  -0.92177  -4.36650  -0.26003
H  0.50492  -3.83896  0.58877
H  0.89067  -5.33564  -1.35982
H  0.41121  -4.05693  -2.44072
H  2.32375  -2.47741  0.27973
H  4.86310  -2.17224  -0.43941
H  5.22225  -3.65560  -2.66891
H  2.88750  -4.80867  -3.19696
H  -2.79929  -0.47042  -4.13005
H  -3.52812  -1.46338  -2.87724
H  -5.27050  -1.71430  -1.70843
H  -6.63880  -1.75778  0.31101
H  -7.29493  0.35053  1.41830
H  -6.58987  2.51575  0.44179
H  -5.23306  2.56286  -1.57593
H  0.14570  0.58068  0.36454
H  -2.77207  2.51077  -1.27299
H  -3.46338  -0.54204  0.42127
F  3.89288  -2.47622  2.83269
C  3.20546  -3.54230  3.28511
C  2.71551  -3.52317  4.57496
C  2.00027  -4.62293  5.02680
C  1.79238  -5.71535  4.19588
C  2.30057  -5.70839  2.90371
C  3.01248  -4.61349  2.43427
H  2.89310  -2.66232  5.20506
H  1.60384  -4.62434  6.03311
H  1.23693  -6.57077  4.55574
H  2.14536  -6.56085  2.25557
H  3.41583  -4.57961  1.43027
F  -0.60523  8.41754  1.20207
C  -1.11699  7.28022  1.72272
C  -1.56592  7.29060  3.02707
C  -2.09192  6.11905  3.55367
C  -2.15560  4.96819  2.78048
C  -1.69503  4.98289  1.47043
C  -1.17172  6.15051  0.93185
H  -1.50042  8.19817  3.61165
H  -2.45191  6.10818  4.57392
H  -2.56136  4.05621  3.19759
H  -1.74434  4.08429  0.86948
H  -0.80938  6.19149  -0.08688